Entry 1:
{
  "formula": "C8H12Cl2Si",
  "method": "wB97M-V/def2-TZVPD",
  "species": ["C", "C", "C", "C", "C", "C", "C", "C", "Si", "Cl", "Cl", "H", "H", "H", "H", "H", "H", "H", "H", "H", "H", "H", "H"],
  "coordinates": [[-0.3584, 0.6746, -0.2464], [0.7252, 1.2246, -0.2916], [1.7334, 4.4216, 0.3421], [2.7239, 3.5021, 0.3783], [0.0085, -2.2491, 0.4089], [-1.7401, 0.3140, -0.0168], [-1.5467, -2.0669, 0.6861], [-1.9038, -0.6650, 1.0908], [2.4682, 1.7207, -0.0713], [4.7922, -3.4296, -0.2238], [3.8393, 0.2702, -0.0235], [1.9542, 5.4250, 0.5466], [0.7796, 4.2109, -0.0376], [3.5392, 3.8056, 0.9528], [0.4620, -2.4353, 1.4931], [0.1639, -3.1950, -0.1813], [0.5142, -1.4007, -0.2650], [-2.2355, -0.0660, -1.0493], [-2.3751, 1.3242, 0.1827], [-2.1145, -2.3954, -0.1461], [-1.8798, -2.7668, 1.4678], [-3.0276, -0.7526, 1.3156], [-1.3794, -0.3589, 2.0089]],
  "forces_ev_per_a": [[-0.053, 1.303, 0.160], [1.821, 0.239, -0.090], [1.355, -1.808, -0.852], [-1.900, -0.587, 0.074], [0.192, -0.474, 0.537], [-2.496, 2.014, -2.618], [2.212, -0.575, 0.476], [-2.553, -1.094, 1.009], [-1.368, -0.452, 0.394], [-0.197, 0.522, 0.044], [-0.623, 0.638, -0.152], [0.164, 1.255, 0.793], [-1.268, -0.306, -0.579], [1.932, 0.211, 0.219], [-0.253, 0.811, -2.608], [-0.015, 0.871, 0.740], [-1.100, -1.964, 1.990], [1.246, 0.571, 2.303], [1.713, -2.133, -0.333], [-0.596, 0.074, -1.204], [0.466, 0.229, 0.026], [1.488, 0.651, -0.011], [-0.166, 0.004, -0.320]],
  "homo_lumo_gap_ev": [2.8664, 2.8620],
  "e_homo_ev": [-6.13, -6.13]
}

Entry 2:
{
  "formula": "C29H24BF2FeN8O2",
  "method": "wB97M-V/def2-TZVPD",
  "species": ["Fe", "C", "C", "C", "C", "C", "C", "H", "H", "H", "H", "H", "H", "O", "N", "O", "C", "C", "C", "C", "C", "C", "N", "C", "C", "N", "C", "C", "C", "C", "H", "H", "H", "H", "H", "H", "H", "F", "B", "F", "C", "C", "N", "C", "C", "N", "C", "N", "N", "N", "C", "C", "C", "C", "C", "C", "H", "H", "H", "H", "H", "H", "H", "H", "H", "H", "H"],
  "coordinates": [[-0.8759, -0.1525, -0.6210], [-2.6778, 1.7256, 0.3357], [-2.9659, 0.5869, 1.0894], [-3.3713, -0.5854, 0.4607], [-3.5209, -0.6184, -0.9278], [-3.2609, 0.5241, -1.6777], [-2.8312, 1.6958, -1.0475], [-2.3607, 2.6353, 0.8288], [-2.8637, 0.6177, 2.1662], [-3.6088, -1.4617, 1.0508], [-3.8690, -1.5207, -1.4135], [-3.4019, 0.5078, -2.7508], [-2.6448, 2.5874, -1.6317], [-0.6707, -1.1697, -7.5910], [-0.3131, -2.1679, -6.9998], [0.0953, -3.1836, -7.5037], [-0.3482, -2.1160, -5.5182], [-0.4042, -3.3097, -4.8764], [-0.5139, -3.3828, -3.4705], [-0.6103, -4.6194, -2.7568], [-0.6588, -4.6036, -1.4150], [-0.5815, -3.3243, -0.6417], [-0.7395, -2.1074, -1.4232], [-0.5867, -2.1774, -2.7263], [-0.4764, -0.9101, -3.4325], [-0.4657, 0.1792, -2.6404], [-0.2905, 1.3717, -3.1998], [-0.1230, 1.5313, -4.5714], [-0.1541, 0.4270, -5.3904], [-0.3422, -0.8494, -4.8217], [-0.3824, -4.2176, -5.4644], [-0.6388, -5.5507, -3.3075], [-0.6987, -5.5228, -0.8442], [-1.3522, -3.3240, 0.1416], [-0.2800, 2.2307, -2.5403], [0.0288, 2.5191, -4.9826], [-0.0356, 0.5337, -6.4567], [1.6550, -2.3139, 0.0635], [0.8339, -3.3503, 0.1094], [1.1612, -4.3861, 0.8402], [1.9085, 1.2297, 0.6033], [1.1346, 0.3141, 1.4835], [-0.0373, -0.2498, 1.1808], [-0.3831, -1.0593, 2.2571], [0.5822, -0.9677, 3.1964], [1.5327, -0.1039, 2.6919], [2.7008, 0.3446, 3.4785], [2.3111, 1.2094, 4.5317], [1.7598, 0.6404, 5.6520], [1.3417, 1.5571, 6.4227], [1.5979, 2.7845, 5.8290], [1.3376, 4.0759, 6.2954], [1.7169, 5.1195, 5.4857], [2.3496, 4.8939, 4.2442], [2.6158, 3.6254, 3.7770], [2.2166, 2.5723, 4.6052], [1.4170, 1.3351, -0.3657], [2.9106, 0.8444, 0.4138], [1.9907, 2.2267, 1.0382], [-1.2998, -1.6222, 2.2860], [0.6779, -1.4007, 4.1785], [3.4080, 0.8360, 2.8159], [3.1584, -0.5445, 3.9048], [0.8664, 4.2336, 7.2556], [1.5431, 6.1376, 5.8052], [2.6493, 5.7477, 3.6508], [3.1382, 3.4723, 2.8409]],
  "forces_ev_per_a": [[-0.944, -0.285, -0.036], [-0.020, 0.037, -0.053], [0.020, -0.028, 0.045], [-0.035, 0.038, 0.041], [-0.041, 0.019, 0.038], [-0.035, 0.029, -0.013], [-0.002, 0.004, 0.048], [-0.018, 0.001, 0.000], [-0.004, 0.000, -0.010], [-0.010, -0.003, -0.010], [0.025, 0.003, -0.011], [0.009, 0.006, -0.001], [-0.024, 0.007, -0.001], [-0.173, -0.077, -0.016], [0.395, 0.209, 0.046], [-0.119, -0.091, 0.028], [-0.093, 0.055, -0.117], [-0.043, -0.053, 0.105], [-0.005, 0.015, -0.098], [-0.003, -0.030, 0.001], [-0.073, 0.018, 0.009], [-0.194, 0.006, -0.409], [0.521, -0.473, 0.169], [-0.060, 0.109, -0.039], [-0.038, -0.172, 0.115], [0.364, 0.665, -0.230], [0.024, -0.075, -0.097], [0.000, 0.003, -0.002], [-0.002, 0.007, -0.007], [0.009, -0.075, -0.086], [0.013, -0.006, -0.011], [0.001, 0.002, 0.010], [-0.017, 0.009, 0.000], [0.112, -0.085, 0.118], [-0.011, -0.012, 0.020], [0.007, -0.006, 0.003], [0.007, 0.008, 0.015], [0.018, -0.151, -0.222], [-0.017, 0.261, 0.528], [-0.022, -0.017, -0.098], [-0.018, 0.049, -0.038], [-0.114, -0.146, -0.027], [0.601, 0.221, 0.230], [-0.025, 0.068, -0.119], [0.029, -0.030, 0.021], [0.043, 0.021, 0.195], [-0.055, -0.081, -0.119], [0.047, -0.146, 0.147], [-0.026, 0.159, -0.049], [0.079, 0.009, -0.200], [-0.133, 0.038, 0.292], [0.007, 0.006, 0.000], [0.017, -0.001, -0.048], [-0.013, 0.013, 0.042], [-0.015, -0.011, 0.016], [0.031, -0.018, -0.160], [-0.037, -0.029, 0.020], [0.009, -0.001, 0.030], [0.014, -0.011, 0.030], [-0.005, 0.008, -0.007], [-0.002, 0.015, -0.019], [-0.008, 0.022, -0.009], [0.043, -0.003, -0.001], [0.005, -0.005, -0.004], [0.003, -0.001, -0.005], [0.000, -0.005, 0.002], [0.000, -0.010, 0.007]],
  "s_squared": 8.807,
  "spin_multiplicity": 6,
  "homo_lumo_gap_ev": [6.7021, 5.2532],
  "total_charge": 2,
  "e_homo_ev": [-13.37, -13.38]
}

Entry 3:
{
  "formula": "C33H35FN2O3",
  "method": "wB97M-V/def2-TZVPD",
  "species": ["C", "O", "C", "C", "C", "C", "C", "C", "C", "C", "N", "C", "O", "C", "C", "C", "C", "C", "C", "C", "C", "C", "C", "C", "C", "C", "C", "O", "N", "C", "C", "C", "C", "C", "F", "C", "C", "C", "C", "H", "H", "H", "H", "H", "H", "H", "H", "H", "H", "H", "H", "H", "H", "H", "H", "H", "H", "H", "H", "H", "H", "H", "H", "H", "H", "H", "H", "H", "H", "H", "H", "H", "H", "H"],
  "coordinates": [[2.4502, 5.9586, -4.7874], [1.7883, 4.7850, -5.1943], [1.4829, 3.8517, -4.2545], [0.8512, 2.6984, -4.7187], [0.4884, 1.6926, -3.8477], [0.7312, 1.8075, -2.4837], [0.3931, 0.7108, -1.4899], [-0.6897, -0.2470, -1.9191], [-1.0727, -1.2734, -1.1716], [-0.4927, -1.6349, 0.1698], [0.9357, -1.4143, 0.2705], [1.8637, -2.1874, -0.3570], [3.0516, -1.9384, -0.2587], [1.3379, -3.3585, -1.1758], [1.0416, -4.5658, -0.2544], [2.2064, -5.5259, -0.4852], [2.4900, -5.3650, -1.9735], [2.4035, -3.8529, -2.1719], [1.4303, -0.3065, 1.0759], [1.6256, -0.7263, 2.5520], [0.4445, -1.4740, 3.1016], [0.4796, -2.8594, 3.1967], [-0.6197, -3.5665, 3.6523], [-1.7709, -2.8932, 4.0229], [-1.8103, -1.5106, 3.9501], [-0.7102, -0.8052, 3.4963], [0.5722, 0.9577, 0.9917], [0.3966, 1.6581, 1.9722], [0.0244, 1.2856, -0.2002], [-1.0033, 2.3278, -0.1858], [-2.1136, 1.9774, 0.7738], [-2.9858, 0.9345, 0.4870], [-3.9617, 0.5549, 1.3904], [-4.0577, 1.2388, 2.5875], [-5.0002, 0.8660, 3.4809], [-3.2179, 2.2932, 2.8934], [-2.2472, 2.6570, 1.9783], [1.3951, 2.9421, -2.0342], [1.7627, 3.9586, -2.8965], [2.5908, 6.5462, -5.6931], [1.8497, 6.5323, -4.0741], [3.4269, 5.7364, -4.3458], [0.6599, 2.6098, -5.7762], [0.0297, 0.8051, -4.2545], [1.3222, 0.1484, -1.3477], [-1.2018, -0.0451, -2.8471], [-1.8890, -1.9015, -1.5025], [-0.9802, -1.0251, 0.9382], [-0.7248, -2.6779, 0.4004], [0.4365, -3.0426, -1.7027], [0.9528, -4.2764, 0.7920], [0.1067, -5.0411, -0.5583], [1.9622, -6.5493, -0.2028], [3.0739, -5.1998, 0.0895], [3.4594, -5.7652, -2.2652], [1.7173, -5.8713, -2.5559], [3.3576, -3.3917, -1.9112], [2.1577, -3.5795, -3.1972], [2.4263, -0.0577, 0.6801], [1.7945, 0.1841, 3.1286], [2.5150, -1.3556, 2.6053], [1.3828, -3.3867, 2.9209], [-0.5762, -4.6442, 3.7206], [-2.6306, -3.4428, 4.3771], [-2.7011, -0.9798, 4.2522], [-0.7424, 0.2727, 3.4437], [-1.3879, 2.4224, -1.2022], [-0.5556, 3.2795, 0.1174], [-2.9005, 0.4101, -0.4527], [-4.6381, -0.2581, 1.1788], [-3.3216, 2.8066, 3.8361], [-1.5709, 3.4633, 2.2130], [1.6409, 3.0366, -0.9869], [2.2727, 4.8211, -2.4980]],
  "forces_ev_per_a": [[0.107, 0.191, 0.073], [-0.156, -0.280, -0.052], [-0.091, -0.216, 0.000], [0.127, 0.249, -0.087], [0.000, 0.038, 0.091], [0.088, 0.038, 0.107], [0.252, -0.215, -0.012], [0.051, -0.121, -0.191], [-0.022, 0.025, 0.007], [-0.212, -0.156, -0.235], [0.093, 0.328, 0.252], [-0.317, -0.120, -0.265], [0.390, 0.009, 0.094], [0.147, 0.109, -0.092], [0.017, -0.093, 0.125], [-0.105, -0.092, -0.096], [0.055, 0.029, 0.056], [0.059, 0.024, -0.120], [0.378, -0.062, 0.389], [0.043, 0.245, -0.159], [0.105, 0.016, 0.114], [0.032, 0.055, -0.007], [-0.042, -0.124, -0.010], [-0.100, -0.087, 0.014], [-0.061, 0.004, 0.016], [-0.023, 0.044, 0.101], [0.332, -0.203, -0.240], [0.099, 0.183, 0.225], [-0.020, 0.236, -0.084], [-0.048, 0.048, 0.282], [-0.120, 0.100, -0.041], [0.028, 0.176, 0.050], [-0.139, -0.013, 0.229], [0.106, 0.026, -0.139], [0.054, 0.014, -0.023], [-0.204, -0.103, 0.081], [-0.125, -0.097, -0.147], [-0.092, -0.185, -0.094], [0.129, 0.258, -0.175], [0.014, -0.004, 0.096], [0.031, -0.029, -0.017], [-0.043, 0.009, -0.003], [-0.024, -0.011, -0.135], [-0.079, -0.084, -0.032], [-0.164, 0.115, 0.038], [-0.104, -0.062, -0.139], [-0.146, -0.005, -0.112], [-0.021, -0.176, -0.038], [-0.040, 0.107, 0.071], [0.082, -0.055, 0.068], [-0.136, 0.000, 0.039], [-0.035, 0.003, 0.042], [0.045, -0.030, 0.077], [0.065, -0.015, 0.056], [0.008, -0.059, -0.076], [-0.013, -0.081, -0.025], [-0.068, -0.010, -0.065], [0.023, 0.052, -0.033], [-0.243, -0.010, 0.047], [0.103, -0.095, -0.005], [0.003, 0.027, -0.040], [0.097, -0.035, -0.034], [0.003, -0.085, 0.011], [-0.070, -0.048, 0.036], [-0.093, 0.065, 0.026], [-0.007, 0.095, -0.016], [0.060, 0.047, 0.056], [-0.070, -0.023, -0.145], [0.003, -0.030, -0.055], [-0.099, -0.079, 0.006], [-0.034, 0.042, 0.109], [0.110, 0.057, 0.024], [-0.020, 0.028, 0.131], [0.046, 0.101, 0.003]],
  "homo_lumo_gap_ev": 9.1875,
  "smiles": "COc1ccc([C@@H]2/C=C\\CN(C(=O)C3CCCC3)[C@H](Cc3ccccc3)C(=O)N2Cc2ccc(F)cc2)cc1",
  "e_homo_ev": -8.58
}

Entry 4:
{
  "formula": "C23H23N5O2S",
  "method": "wB97M-V/def2-TZVPD",
  "species": ["C", "C", "C", "C", "C", "C", "N", "C", "O", "C", "S", "C", "N", "N", "C", "C", "C", "C", "N", "C", "C", "N", "C", "C", "C", "C", "C", "O", "C", "C", "C", "H", "H", "H", "H", "H", "H", "H", "H", "H", "H", "H", "H", "H", "H", "H", "H", "H", "H", "H", "H", "H", "H", "H"],
  "coordinates": [[3.1895, 0.1793, 6.7600], [2.0669, 0.3904, 5.7896], [2.2748, 1.0682, 4.5967], [1.2580, 1.2417, 3.6723], [1.5105, 2.0065, 2.4082], [-0.0062, 0.7111, 3.9525], [-1.0440, 0.8970, 3.0081], [-1.8376, -0.0824, 2.5200], [-1.7631, -1.2573, 2.7992], [-2.9324, 0.4464, 1.5888], [-2.9529, -0.5036, 0.0434], [-1.3896, -0.0265, -0.5260], [-0.6122, 0.8615, 0.0364], [0.4948, 0.9559, -0.7133], [0.3959, 0.1234, -1.7143], [1.4077, -0.0429, -2.7442], [2.0515, 1.0824, -3.2556], [2.9925, 0.9037, -4.2549], [3.3199, -0.2795, -4.7465], [2.7304, -1.3471, -4.2384], [1.7721, -1.2926, -3.2399], [-0.8043, -0.5446, -1.6437], [-1.4184, -1.4538, -2.5809], [-1.1419, -1.0438, -3.9911], [-0.7656, -1.7621, -5.0869], [-0.6330, -0.8276, -6.1429], [-0.9350, 0.3843, -5.6083], [-1.2495, 0.2644, -4.3081], [-0.2562, 0.0721, 5.1691], [-1.6230, -0.4064, 5.5448], [0.7956, -0.0884, 6.0612], [3.9449, 0.9546, 6.6555], [3.6655, -0.7839, 6.5732], [2.8222, 0.1786, 7.7838], [3.2546, 1.4695, 4.3789], [1.1792, 1.4577, 1.5305], [2.5710, 2.2178, 2.3015], [0.9800, 2.9604, 2.4274], [-0.9749, 1.7439, 2.4613], [-3.9067, 0.2647, 2.0439], [-2.8160, 1.4995, 1.3405], [1.8049, 2.0606, -2.8762], [3.5091, 1.7487, -4.6905], [3.0404, -2.2957, -4.6568], [1.3382, -2.1990, -2.8484], [-1.0589, -2.4758, -2.4206], [-2.4967, -1.4365, -2.3772], [-0.6038, -2.8189, -5.1377], [-0.3464, -1.0356, -7.1524], [-0.9611, 1.3698, -6.0278], [-2.3779, 0.3305, 5.2717], [-1.6795, -0.5920, 6.6145], [-1.8576, -1.3296, 5.0153], [0.6093, -0.5917, 6.9994]],
  "forces_ev_per_a": [[-0.004, -0.070, -0.052], [-0.048, 0.049, -0.003], [-0.119, -0.062, 0.096], [-0.072, -0.082, -0.003], [-0.012, -0.111, 0.000], [0.275, -0.158, 0.259], [0.183, 0.478, 0.369], [-0.278, 0.170, -0.233], [0.030, -0.132, -0.004], [0.215, -0.247, -0.388], [-0.434, -0.111, 0.149], [0.052, 0.041, -0.027], [-0.942, -0.099, 0.289], [1.011, 0.056, -0.725], [-0.189, 0.094, 0.357], [0.434, -0.078, -0.396], [-0.084, -0.244, 0.026], [-0.056, 0.265, 0.139], [0.355, -0.061, -0.345], [-0.132, -0.250, 0.127], [0.133, 0.324, 0.082], [0.224, 0.455, 0.609], [-0.222, -0.056, -0.395], [0.007, -0.842, -0.380], [-0.378, 0.261, 0.652], [-0.107, 0.508, 0.065], [0.278, -0.326, -0.747], [-0.221, 0.097, 0.547], [-0.039, 0.019, -0.044], [0.008, -0.159, -0.008], [0.096, 0.065, -0.136], [0.077, 0.032, 0.046], [0.089, -0.041, 0.055], [0.035, 0.002, 0.090], [0.111, 0.065, -0.042], [0.028, 0.051, -0.032], [0.054, 0.062, -0.018], [-0.028, 0.123, -0.088], [-0.164, -0.192, -0.088], [0.060, 0.033, 0.004], [-0.050, -0.014, 0.113], [-0.023, 0.115, 0.012], [-0.013, 0.133, 0.027], [-0.030, -0.132, 0.024], [-0.048, -0.097, 0.020], [-0.108, 0.120, -0.087], [0.174, -0.065, -0.050], [0.068, -0.256, 0.076], [0.067, 0.039, -0.243], [-0.025, 0.180, 0.031], [-0.098, 0.021, 0.008], [-0.023, 0.054, 0.078], [-0.069, 0.024, 0.057], [-0.046, -0.049, 0.126]],
  "homo_lumo_gap_ev": 8.5853,
  "smiles": "Cc1cc(C)c(NC(=O)CSc2nnc(-c3ccncc3)n2Cc2ccco2)c(C)c1",
  "e_homo_ev": -8.16
}